1.
Below is a molecular structure, C14H11N3O3S3SeV, with properties calculated with the ωB97M-V functional and the def2-TZVPD basis.

Values from the calculation:
- Net charge: +1
- DFT total energy: -5469.95681 hartree
- Spin multiplicity: 3
- ⟨S²⟩: 2.02
- Energy relative to the best compared isomer or geometry (same formula, charge and spin): 0.1954 eV
- Orbital gap (alpha / beta): 6.8583 / 7.1412 eV

Each line ends with the Löwdin spin population.
Geometry (Å):
V 0.20 -0.26 0.21  1.97
S -0.38 -0.55 2.42  -0.06
C -1.24 -1.83 1.62  0.03
N -1.21 -1.76 0.31  0.00
C -1.86 -2.84 -0.28  0.00
C -2.00 -3.07 -1.65  0.00
C -2.69 -4.20 -2.05  0.00
C -3.24 -5.08 -1.11  0.00
C -3.10 -4.85 0.25  0.00
C -2.40 -3.72 0.65  0.00
S -2.06 -3.18 2.28  0.02
H -1.57 -2.38 -2.36  0.00
H -2.81 -4.40 -3.10  0.00
H -3.77 -5.95 -1.45  0.00
H -3.52 -5.54 0.97  0.00
Se -0.09 2.68 -1.30  0.00
N -0.95 1.31 -0.49  0.00
C -2.25 1.61 -0.44  0.00
C -3.29 0.82 0.13  0.00
C -4.56 1.30 0.10  0.00
C -4.88 2.57 -0.48  0.00
C -3.93 3.35 -1.03  0.00
C -2.58 2.89 -1.02  0.00
N -1.56 3.57 -1.52  0.00
H -3.06 -0.14 0.57  0.00
H -5.35 0.71 0.53  0.00
H -5.91 2.90 -0.47  0.00
H -4.15 4.32 -1.47  0.00
C 3.72 -0.74 1.23  0.00
S 2.75 -0.60 -0.22  0.01
O 3.55 -0.72 -1.38  0.00
O 1.64 -1.63 -0.10  0.00
O 1.96 0.69 -0.10  0.02
H 4.23 -1.70 1.19  0.00
H 3.06 -0.67 2.10  0.00
H 4.44 0.08 1.22  0.00


2.
Below is a gas-phase ion, C3H7O2PS2 (charge -2) in a non-equilibrium geometry, with properties calculated with the ωB97M-V functional and the def2-TZVPD basis.

Values from the calculation:
- Structure (SMILES): CC[C@@H](O)OP([S-])[S-]
- Net charge: -2
- DFT total energy: -1406.65465 hartree
- Spin multiplicity: 1
- Energy relative to the best compared isomer or geometry (same formula, charge and spin): 3.3596 eV
- Orbital gap: 4.7150 eV

Each line ends with the Löwdin charge.
Geometry (Å):
C -2.28 0.14 0.48  -0.11
C -0.80 0.49 0.39  -0.29
C 0.14 -0.02 -0.51  -0.49
O 0.26 1.23 -1.48  -0.11
O 1.22 -0.21 0.31  -0.59
P 2.91 -0.24 0.09  -0.23
S 3.13 -1.65 -1.43  -0.40
S 3.08 -1.34 1.83  -0.37
H -2.84 0.08 -0.43  0.03
H -2.04 -0.99 0.77  0.12
H -2.79 0.74 1.26  0.06
H -0.51 0.01 1.37  0.13
H -0.32 1.51 0.41  0.14
H -0.21 -0.75 -1.22  0.13
H 1.06 1.00 -1.84  -0.03


3.
Below is a single CH2N4O molecule in a non-equilibrium geometry, with properties calculated with the ωB97M-V functional and the def2-TZVPD basis.

Values from the calculation:
- Structure (SMILES): Nc1nnon1
- DFT total energy: -333.46430 hartree
- Spin multiplicity: 1
- Energy relative to the best compared isomer or geometry (same formula, charge and spin): 2.2724 eV
- Orbital gap: 10.5559 eV

Each line ends with the Löwdin charge.
Geometry (Å):
N -0.48 -0.04 -1.33  0.14
C -0.05 0.26 -0.10  -0.50
N 0.20 1.27 0.67  0.13
O 0.65 0.64 1.83  -0.09
N 0.64 -0.69 1.67  0.04
N 0.23 -0.95 0.53  0.06
H -0.79 0.60 -2.04  0.12
H -0.41 -1.08 -1.22  0.12